(1)
ORCA calculation (wB97M-V/def2-TZVPD) on a gas-phase ion, C3H5N2O (charge +1).

XYZ file:
```
11
Properties=species:S:1:pos:R:3:nbo_charge:R:1
O 1.55 -1.54 -1.61 -0.26
N 0.90 -0.96 -0.83 0.28
N -0.01 -0.15 -1.20 -0.37
C -0.59 0.74 -0.23 -0.19
C 0.44 -0.56 1.77 0.32
C -0.36 0.26 1.23 -0.31
H 1.23 -1.24 2.04 0.29
H -1.59 0.84 -0.40 0.24
H -1.11 0.75 1.77 0.32
H -0.25 0.15 -2.19 0.43
H -0.21 1.71 -0.37 0.25
```

Summary:
- E: -301.5650 Ha
- E_HOMO: -14.36 eV
- Relative energy (zero: lowest compared OMol25 entry of this formula, charge and spin): 694.0 kJ/mol
- HOMO-LUMO gap: 6.93 eV
- Maximum force: 0.06701 hartree/bohr
- Total charge: +1

(2)
ORCA calculation (wB97M-V/def2-TZVPD) on 10 unconnected molecules or ions with the total composition C23H63FN2O12S.

XYZ file:
```
102
Properties=species:S:1:pos:R:3:lowdin_charge:R:1
S -3.49 -1.84 -3.44 0.65
F -4.58 -1.79 -4.56 -0.12
O -2.27 -2.24 -4.11 -0.25
O -5.41 2.29 -4.03 -0.09
O -0.07 -2.09 -2.17 -0.11
O -3.90 -2.86 -2.54 -0.24
O 3.88 -4.49 -1.88 -0.09
O -2.86 -2.79 6.35 -0.10
O -2.25 0.28 2.19 -0.10
O 2.87 2.24 2.24 -0.09
O 0.06 2.40 -4.30 0.09
O 1.99 0.91 -0.64 -0.11
O 5.98 0.22 -4.07 -0.10
O -3.92 2.69 3.65 -0.09
N -0.15 2.41 -2.02 0.11
N -3.47 -0.30 -2.73 -0.17
C -2.22 4.41 3.86 -0.09
C 2.90 0.80 -1.74 -0.30
C -0.40 1.86 -3.34 -0.50
C -3.98 -0.33 -0.28 0.03
C 2.71 1.21 4.43 -0.09
C 2.54 1.04 2.93 -0.31
C -4.38 -0.28 -1.61 -0.20
C -3.58 3.88 -3.92 -0.08
C -4.24 -2.75 6.72 -0.31
C 0.83 -4.08 -1.12 -0.08
C 0.45 -2.63 -0.95 -0.30
C -4.40 -2.45 8.20 -0.09
C -1.26 0.62 -3.58 -0.09
C -2.09 0.15 -2.37 -0.19
C 5.68 -2.86 -1.76 -0.08
C -3.63 3.96 4.21 -0.31
C 7.76 -0.09 -5.69 -0.09
C -1.32 0.11 3.26 -0.31
C 7.17 -0.52 -4.37 -0.32
C 4.33 0.71 -1.25 -0.08
C 4.25 -3.20 -1.39 -0.32
C -1.84 -0.92 4.25 -0.09
C -5.02 3.57 -3.54 -0.31
H 7.04 -0.24 -6.51 0.07
H -5.45 -0.30 -1.84 0.12
H 1.32 -2.03 -0.68 0.10
H 3.79 2.45 2.44 0.08
H 2.78 1.67 -2.39 0.11
H -2.44 -3.49 6.87 0.08
H 1.24 -4.49 -0.19 0.08
H -3.27 2.06 4.01 0.05
H 2.08 2.02 4.80 0.07
H -3.93 -1.50 8.45 0.08
H -0.31 -2.52 -0.16 0.11
H 0.01 1.62 -1.38 0.07
H 2.22 1.71 -0.15 0.07
H -4.71 -1.97 6.12 0.11
H -2.80 -0.61 4.67 0.07
H 2.63 -0.09 -2.30 0.11
H 2.45 0.29 4.96 0.07
H -3.95 0.58 0.32 0.06
H -3.75 3.91 5.30 0.11
H 6.37 -3.59 -1.34 0.08
H 5.03 0.61 -2.08 0.05
H -0.56 -0.19 -3.83 0.11
H -2.20 1.01 -1.72 0.10
H -1.86 0.80 -4.48 0.13
H 4.12 -3.19 -0.30 0.11
H -1.05 2.79 -1.72 0.08
H -2.10 4.46 2.78 0.08
H 3.55 -2.48 -1.82 0.10
H 5.95 -1.87 -1.39 0.06
H -1.55 -0.61 -1.77 0.11
H 5.35 0.06 -4.77 0.09
H -4.36 4.67 3.82 0.11
H 4.48 -5.13 -1.49 0.08
H -0.37 -0.21 2.83 0.10
H 1.51 0.80 2.69 0.09
H -3.67 -1.24 0.23 0.08
H -3.28 4.87 -3.55 0.08
H -3.46 3.86 -5.00 0.08
H 4.60 1.59 -0.67 0.08
H 4.46 -0.16 -0.59 0.06
H 3.18 0.23 2.55 0.11
H -3.08 0.58 2.58 0.06
H 6.92 -1.59 -4.39 0.09
H 8.67 -0.64 -5.92 0.07
H 7.99 0.98 -5.67 0.08
H -0.03 -4.68 -1.41 0.08
H -0.84 -2.61 -2.42 0.05
H -5.70 4.30 -3.97 0.11
H -2.00 5.39 4.28 0.07
H -1.16 1.08 3.76 0.10
H -1.48 3.69 4.24 0.06
H -5.14 3.59 -2.45 0.11
H 7.87 -0.34 -3.56 0.12
H -4.82 1.63 -3.64 0.04
H -5.45 -2.41 8.48 0.07
H 1.58 -4.19 -1.90 0.06
H -4.70 -3.70 6.46 0.11
H -2.00 -1.87 3.75 0.08
H 3.75 1.47 4.67 0.07
H 5.80 -2.88 -2.84 0.07
H -2.91 3.13 -3.50 0.05
H -1.14 -1.07 5.07 0.07
H -3.91 -3.23 8.80 0.07
```

Summary:
- E: -2424.3036 Ha
- E_HOMO: -8.02 eV
- HOMO-LUMO gap: 7.22 eV
- Structure (SMILES): C=CN(CCC(N)=O)S(=O)(=O)F.CCO.CCO.CCO.CCO.CCO.CCO.CCO.CCO.CCO
- Maximum force: 0.07241 hartree/bohr

(3)
ORCA calculation (wB97M-V/def2-TZVPD) on 2 unconnected molecules or ions with the total composition C3H7NO3.

XYZ file:
```
14
Properties=species:S:1:pos:R:3:nbo_charge:R:1
O -1.99 -1.22 -1.25 -0.22
O 2.81 -0.73 -1.23 -0.97
O -0.75 1.72 1.58 -0.32
N -1.27 -0.02 0.35 -0.49
C 1.13 0.41 0.77 -0.77
C -0.26 0.78 1.07 0.71
C -0.98 -0.70 -0.82 0.50
H 1.44 0.56 -0.22 0.30
H 3.21 -0.52 -2.09 0.50
H 1.44 -0.66 1.09 0.29
H 3.45 -1.25 -0.79 0.49
H 0.03 -0.71 -1.21 0.24
H -2.25 0.37 0.43 0.47
H 1.69 1.20 1.43 0.30
```

Summary:
- E: -398.6115 Ha
- E_HOMO (alpha / beta): -15.90 / -15.85 eV
- Relative energy (zero: lowest compared OMol25 entry of this formula, charge and spin): 153.9 kJ/mol
- HOMO-LUMO gap (alpha / beta): 10.91 / 6.23 eV
- Expectation value of S²: 0.777
- Maximum force: 0.09401 hartree/bohr
- Total charge: +1
- Spin multiplicity: 2

- The highest E belongs to which entry?
  C3H5N2O

- What is the formula in the second record?
  C23H63FN2O12S